Computed, not measured: the molecule C2H6S, with ωB97M-V with the def2-TZVPD basis set.

The geometry in XYZ format:
```
9
C2H6S, DFT ωB97M-V with the def2-TZVPD basis set
C -0.823 0.472 -1.245
S -0.650 0.470 0.652
C 0.698 -0.372 1.297
H 0.156 0.769 -1.481
H -1.745 0.939 -1.629
H -0.934 -0.519 -1.758
H 0.570 -1.445 1.533
H 1.574 -0.381 0.484
H 1.155 0.067 2.147
```

As for the SMILES: CSC. The maximum force comes out at 0.108 Eh/bohr. The frontier orbital gap comes out at 9.49 eV. The total energy is -477.9332 Ha.